Entry from the Open Molecules 2025 dataset: a molecular structure, C2H3HgMgO at a distorted geometry (wB97M-V/def2-TZVPD).

**Max |F|**: 0.0881 hartree/bohr
**<S²>**: 2.026
**Highest occupied orbital energy (spin up / spin down)**: -11.46 / -13.64 eV
**Lowest unoccupied orbital energy (spin up / spin down)**: -5.77 / -6.31 eV
**Kohn-Sham gap (spin up / spin down)**: 5.698 / 7.336 eV

```
! RIJCOSX wB97M-V def2-TZVPD def2/J DEFGRID3
* xyz 1 3
O 1.736 1.103 0.241
C 1.416 0.574 -0.865
Mg -0.214 0.221 1.609
Hg -0.549 -1.076 -1.275
H 2.147 0.873 -1.662
C -1.965 -0.747 0.998
H -2.304 -1.719 1.391
H -2.783 -0.305 0.402
*
```

Mulliken atomic charge list, values in e, 2 entries: -0.423, -0.010

***

Entry from the Open Molecules 2025 dataset: C2H7N3O2 in the gas phase at a distorted geometry (wB97M-V/def2-TZVPD).

**Energy relative to the best compared isomer or geometry (same formula, charge and spin)**: 1039.5 kJ/mol
**Max |F|**: 0.1702 hartree/bohr
**Highest occupied orbital energy**: -9.41 eV
**Structure (SMILES)**: CN(C)N(O)N=O
**Lowest unoccupied orbital energy**: -1.10 eV
**Kohn-Sham gap**: 8.310 eV

```
! RIJCOSX wB97M-V def2-TZVPD def2/J DEFGRID3
* xyz 0 1
C 0.080 -1.147 -1.400
N -0.758 -0.656 -0.274
C -2.050 -0.067 -0.829
N -0.309 0.212 0.743
O 0.954 -0.630 1.248
N 0.493 1.197 0.245
O 1.711 1.314 0.651
H 0.951 -1.857 -1.086
H 0.236 -0.162 -1.941
H -0.869 -1.421 -2.156
H -2.827 -0.856 -0.999
H -2.760 0.296 0.073
H -2.095 0.634 -1.583
H 1.883 -0.092 0.878
*
```

Mulliken atomic charge list, values in e, 2 entries: -0.815, 0.013